{
  "formula": "C11H39Ag3O15PV",
  "method": "ωB97M-V with the def2-TZVPD basis set",
  "spin_multiplicity": 4,
  "orbital_gap_ev": [8.340, 5.502],
  "homo_ev": [-17.7, -17.7],
  "energy_ev": -89696.1236,
  "charge": 3,
  "elements": ["O", "V", "O", "Ag", "Ag", "Ag", "P", "O", "O", "O", "O", "C", "C", "C", "O", "H", "H", "H", "H", "H", "H", "H", "C", "O", "H", "H", "H", "H", "C", "O", "H", "H", "H", "H", "C", "O", "H", "H", "H", "H", "C", "O", "H", "H", "H", "H", "C", "O", "H", "H", "H", "H", "C", "O", "H", "H", "H", "H", "C", "O", "H", "H", "H", "H", "C", "O", "H", "H", "H", "H"],
  "positions_angstrom": [[5.13330, -19.13014, -9.10624], [4.53756, -18.46734, -10.37965], [4.49233, -19.62317, -11.46887], [4.52504, -13.52655, -8.96458], [5.17644, -15.66740, -12.38376], [1.25993, -16.34212, -8.72913], [3.06506, -16.07264, -10.71710], [3.58729, -16.98458, -11.86812], [4.09404, -14.90059, -10.66888], [3.21267, -17.02106, -9.49172], [1.61835, -15.60904, -10.71188], [8.07290, -18.30277, -9.80015], [7.69682, -17.64918, -11.17622], [8.15804, -18.41165, -12.39325], [6.38488, -17.33676, -11.14379], [7.69755, -19.32183, -9.70236], [7.70460, -17.73241, -8.94721], [9.15914, -18.31315, -9.71334], [8.28472, -16.69747, -11.12696], [8.24012, -17.74115, -13.24683], [7.44748, -19.22056, -12.58141], [9.13271, -18.85973, -12.21295], [1.81744, -18.29031, -14.82618], [3.07101, -18.11388, -14.16478], [1.03969, -17.64115, -14.40508], [1.90177, -18.05798, -15.88269], [1.46926, -19.31551, -14.68984], [2.95358, -17.73484, -13.28535], [4.51207, -10.57902, -10.11294], [3.75193, -11.81378, -10.26701], [5.40648, -10.80164, -9.53962], [4.76899, -10.14150, -11.07622], [3.90901, -9.83842, -9.58765], [2.97748, -11.62046, -10.80668], [3.80882, -13.39179, -14.55458], [3.51846, -14.54956, -13.73811], [4.13343, -12.54765, -13.92378], [4.62369, -13.59006, -15.23683], [2.88857, -12.99670, -14.98306], [2.73782, -14.24104, -13.21945], [-1.98631, -16.53757, -9.55209], [-0.86952, -15.81236, -9.01842], [-2.60807, -15.82778, -10.10712], [-1.69733, -17.25870, -10.30595], [-2.60085, -16.97177, -8.76931], [-1.18177, -14.94978, -8.72449], [5.64049, -16.19249, -15.58401], [5.39140, -16.81370, -14.30787], [4.73955, -15.75934, -16.00730], [6.43229, -15.45854, -15.44440], [6.05728, -16.95505, -16.24702], [4.55067, -17.36503, -14.35509], [0.02117, -13.92436, -13.72280], [1.06601, -13.87335, -12.72091], [-0.90501, -13.54326, -13.27789], [0.26809, -13.20229, -14.49333], [-0.16999, -14.92881, -14.09180], [0.97198, -14.58694, -12.07503], [0.41333, -18.77481, -10.83535], [0.37547, -18.63915, -9.41748], [-0.45100, -19.33372, -11.20756], [0.36817, -17.80565, -11.32505], [1.28995, -19.35569, -11.14018], [0.13688, -19.49302, -9.04170], [2.57106, -17.34490, -6.08336], [1.32895, -17.48006, -6.83921], [2.58066, -18.03977, -5.24619], [3.37118, -17.72216, -6.72754], [2.78528, -16.33181, -5.75971], [0.78265, -18.12242, -6.37435]]
}

{
  "formula": "C11H39F3Hf2NO21S3",
  "method": "ωB97M-V with the def2-TZVPD basis set",
  "spin_multiplicity": 2,
  "orbital_gap_ev": [3.683, 3.596],
  "homo_ev": [-18.5, -18.4],
  "energy_ev": -99753.2050,
  "charge": 4,
  "elements": ["Hf", "Hf", "S", "O", "O", "O", "O", "S", "O", "O", "O", "O", "C", "F", "F", "F", "S", "O", "O", "O", "C", "O", "C", "C", "N", "C", "C", "O", "C", "H", "H", "H", "H", "H", "H", "H", "H", "H", "H", "H", "H", "H", "H", "H", "O", "H", "H", "O", "H", "H", "O", "H", "H", "O", "H", "H", "O", "H", "H", "O", "H", "H", "C", "C", "O", "H", "H", "H", "H", "H", "H", "C", "C", "O", "H", "H", "H", "H", "H", "H"],
  "positions_angstrom": [[-7.68085, 27.64301, 15.70005], [-9.26582, 22.78032, 17.38870], [-8.01215, 24.73347, 14.55983], [-8.53535, 23.69381, 15.45033], [-8.87486, 25.91444, 14.50323], [-6.91465, 25.56917, 15.13559], [-7.64193, 24.22780, 13.26010], [-7.36602, 25.52073, 18.65548], [-8.22966, 25.87581, 19.80670], [-6.02281, 25.19895, 19.14620], [-7.91449, 24.30407, 18.12615], [-7.37152, 26.49045, 17.52686], [-12.32109, 26.14587, 15.78782], [-12.82429, 27.35753, 15.63367], [-13.30395, 25.21452, 16.20131], [-11.81054, 25.83585, 14.54621], [-10.92765, 26.20549, 17.08635], [-11.41943, 26.78796, 18.31016], [-10.56171, 24.77245, 17.29260], [-9.76184, 26.95190, 16.58046], [-10.35274, 23.31577, 12.30901], [-11.42420, 22.80443, 11.54570], [-12.62050, 22.46197, 12.18336], [-13.77551, 22.26416, 11.26862], [-14.82331, 21.30453, 11.65270], [-15.42627, 21.66245, 12.93042], [-16.70570, 20.89870, 13.14940], [-17.66744, 21.08867, 12.07456], [-18.62854, 20.00620, 12.06910], [-9.47929, 23.36488, 11.65880], [-10.10641, 22.79470, 13.23416], [-10.52377, 24.34622, 12.62049], [-12.96381, 23.09146, 13.00433], [-12.42233, 21.51888, 12.69268], [-13.36103, 21.81100, 10.36810], [-14.23843, 23.21945, 11.02120], [-15.55574, 20.96010, 11.04854], [-15.64901, 22.72628, 13.01263], [-14.80262, 21.27948, 13.73819], [-17.19780, 21.01377, 14.11515], [-16.57767, 19.82737, 13.30423], [-18.18767, 19.07880, 11.70348], [-19.38170, 20.29693, 11.33676], [-19.17557, 19.70712, 12.96320], [-4.93629, 25.15612, 12.93934], [-5.15008, 24.22317, 12.92778], [-5.39240, 25.51629, 12.17877], [-7.07065, 27.82251, 13.44984], [-6.72846, 27.14653, 12.86486], [-7.11910, 28.60859, 12.90583], [-5.34117, 27.69388, 16.07730], [-4.70534, 27.00926, 15.86933], [-4.85058, 28.32512, 16.60371], [-6.99007, 26.17728, 11.40441], [-7.34867, 25.45428, 11.91910], [-7.25829, 25.98797, 10.50527], [-6.92662, 22.01801, 17.28370], [-6.35902, 21.34616, 16.90596], [-6.44646, 22.33564, 18.04841], [-11.15297, 22.97044, 15.61863], [-10.77868, 23.13945, 14.75400], [-12.01175, 22.58829, 15.43786], [-2.35517, 23.61292, 15.51047], [-3.47927, 24.51535, 16.09807], [-3.68876, 25.69176, 15.40270], [-2.50687, 23.70862, 14.43533], [-2.31896, 22.56241, 15.79896], [-1.36787, 24.02783, 15.71343], [-3.21057, 24.76897, 17.12353], [-4.41295, 23.95636, 16.03577], [-4.17546, 25.45279, 14.61047], [-5.06768, 23.20111, 10.38572], [-5.86840, 22.26059, 11.31570], [-5.74571, 22.58574, 12.64800], [-5.44222, 24.22121, 10.47068], [-5.15860, 22.98760, 9.32071], [-3.99155, 23.22243, 10.55769], [-5.54754, 21.22528, 11.20048], [-6.94545, 22.24961, 11.14855], [-6.58917, 23.01028, 12.82103]]
}

{
  "formula": "C11H39MnO11",
  "method": "ωB97M-V with the def2-TZVPD basis set",
  "spin_multiplicity": 6,
  "orbital_gap_ev": [5.522, 4.965],
  "homo_ev": [-11.7, -11.7],
  "energy_ev": -65871.5981,
  "charge": 1,
  "elements": ["Mn", "C", "C", "O", "O", "H", "H", "H", "C", "O", "H", "H", "H", "H", "C", "O", "H", "H", "H", "H", "C", "O", "H", "H", "H", "H", "C", "O", "H", "H", "H", "H", "C", "O", "H", "H", "H", "H", "C", "O", "H", "H", "H", "H", "C", "O", "H", "H", "H", "H", "C", "O", "H", "H", "H", "H", "C", "O", "H", "H", "H", "H"],
  "positions_angstrom": [[-6.13033, -25.17454, 0.09938], [-3.59188, -24.27638, -2.94099], [-4.40398, -24.61370, -1.72734], [-4.89678, -23.67944, -1.03180], [-4.68040, -25.80231, -1.39398], [-2.88308, -25.06445, -3.18733], [-3.02963, -23.34722, -2.82354], [-4.22067, -24.10136, -3.81651], [-1.94686, -27.72249, -0.93782], [-1.17228, -28.88164, -0.62954], [-2.62683, -27.48717, -0.11141], [-1.24965, -26.90925, -1.11969], [-2.51603, -27.91569, -1.84877], [-1.76168, -29.63942, -0.67525], [-2.62039, -26.34058, -6.27853], [-2.36995, -27.51265, -5.53748], [-2.50171, -25.42418, -5.68152], [-1.95036, -26.26004, -7.13097], [-3.66070, -26.30780, -6.63399], [-2.90622, -27.47357, -4.72085], [-3.72318, -21.07855, 0.96801], [-3.43117, -21.24804, -0.42220], [-3.39544, -21.96564, 1.53239], [-3.22951, -20.23035, 1.42677], [-4.81361, -21.06416, 1.08192], [-3.85606, -22.08748, -0.64120], [-6.95872, -28.16302, -0.24478], [-6.44628, -27.19888, 0.70695], [-8.02308, -28.32437, -0.06151], [-6.82291, -27.77062, -1.25149], [-6.45376, -29.12547, -0.17320], [-6.60151, -27.56630, 1.59060], [0.74404, -25.52147, -3.49063], [1.49917, -24.36927, -3.86005], [0.90006, -26.30170, -4.22959], [1.06928, -25.92069, -2.52599], [-0.30632, -25.21697, -3.45999], [1.35778, -23.69131, -3.19326], [-4.90780, -28.92481, -3.71564], [-4.25419, -27.67916, -3.54142], [-4.31258, -29.71546, -3.23591], [-5.92024, -28.98887, -3.31304], [-4.89608, -29.22022, -4.76346], [-4.52801, -27.27156, -2.70682], [-1.08162, -24.45263, 0.51328], [-1.50326, -24.85090, 1.82786], [-0.11724, -24.89957, 0.28571], [-1.89621, -24.71254, -0.16808], [-0.97502, -23.36223, 0.54038], [-2.45512, -24.90695, 1.77327], [-5.39377, -23.01605, -6.56080], [-4.97152, -23.58080, -7.79469], [-5.84695, -22.02889, -6.71796], [-6.13797, -23.67214, -6.11086], [-4.54985, -22.85003, -5.87989], [-4.15611, -23.12440, -8.02734], [-1.51970, -20.81248, -3.34648], [-1.31670, -21.57759, -2.17184], [-0.90762, -19.91343, -3.41217], [-1.38421, -21.42877, -4.23581], [-2.56911, -20.48815, -3.34375], [-2.04848, -21.47065, -1.54175]]
}

F_max? In order: 3.8, 12.1, 2.2 eV/Å.